1.
50
Properties=species:S:1:pos:R:3 method="wB97M-V/def2-TZVPD" energy_ev=-78044.0072 charge=+1 homo_lumo_gap_ev="8.57 / 8.48" lumo_ev="-2.917 / -3.050" homo_ev="-11.49 / -11.53" largest_force_ev_per_a=0.41 s_squared=8.754 multiplicity=6
Mn 1.0777 -0.9941 0.4379
C 3.6266 -1.9004 0.7106
C 2.8634 -2.8991 1.3132
C 1.9580 -3.6360 0.5527
C 1.8563 -3.4152 -0.8204
C 2.6437 -2.4411 -1.4272
C 3.5102 -1.6631 -0.6596
H 4.3147 -1.3167 1.3066
H 2.9566 -3.0800 2.3735
H 1.3554 -4.4000 1.0255
H 1.1729 -4.0079 -1.4133
H 2.5924 -2.2914 -2.4956
H 4.1278 -0.9093 -1.1314
N -2.0752 -0.5029 -2.4751
C -1.1546 -0.6102 -3.4891
C 0.0256 -0.9169 -2.8892
N -0.1480 -0.9904 -1.5285
C -1.4282 -0.7379 -1.3191
C -1.9386 -0.7711 0.0398
N -1.0994 -1.0928 1.0003
C -1.8043 -1.0238 2.1757
C -3.0894 -0.6659 1.9015
N -3.1631 -0.5046 0.5342
H -3.0458 -0.2660 -2.5944
H -1.4198 -0.4590 -4.5182
H 0.9813 -1.0643 -3.3545
H -1.3415 -1.2367 3.1229
H -3.9426 -0.5176 2.5363
H -3.9833 -0.2224 0.0243
C -1.6613 3.1146 1.5369
C -0.9723 2.7176 0.2518
C -1.6032 3.1222 -0.9274
C -1.0565 2.9101 -2.1779
Cl -1.9331 3.3891 -3.5971
C 0.1956 2.3350 -2.3011
C 0.8224 1.8966 -1.1528
C 0.2371 2.0207 0.1048
O 0.9809 1.3672 1.0720
C 0.6986 1.4321 2.4791
C 1.1462 0.1435 3.1750
O 1.1632 0.1379 4.3843
O 1.3614 -0.8659 2.4027
H -2.3726 3.9094 1.3186
H -0.9687 3.4988 2.2802
H -2.2222 2.2923 1.9862
H -2.5480 3.6445 -0.8537
H 0.6617 2.2267 -3.2683
H 1.8079 1.4419 -1.2170
H -0.3708 1.5100 2.6477
H 1.2049 2.2924 2.9164

***

2.
8
Properties=species:S:1:pos:R:3 method="wB97M-V/def2-TZVPD" energy_ev=-17961.7863 relative_energy_kj_mol=693.7 homo_lumo_gap_ev=7.06 lumo_ev=-2.414 homo_ev=-9.47 largest_force_ev_per_a=9.24 multiplicity=1
C 0.6234 -0.0987 0.0056
C 0.7308 -0.7421 1.3364
H -1.6992 -0.5703 -1.6469
H -0.2602 1.6195 0.6295
N -0.0571 1.0095 -0.0497
N 0.7042 -1.2380 2.4190
O -0.6769 1.1534 -1.3967
S 0.6350 -1.1333 -1.2972